Record 1
ORCA calculation (ωB97M-V with the def2-TZVPD basis set) on a structure of composition C50H40N9Pb.

Summary:
Energy (eV): -71163.7490
LUMO energy (spin up / spin down) (eV): 1.063 / 0.988
HOMO energy (spin up / spin down) (eV): -3.6 / -3.6
Frontier orbital gap (spin up / spin down) (eV): 4.7 / 4.6
Total charge: -1

```
100
Properties=species:S:1:pos:R:3:forces:R:3:mulliken_charge:R:1
Pb -0.041820 -1.112621 -0.714747 -0.326 0.450 -0.606 1.2716
C 3.033926 3.225356 3.217623 -0.033 -0.021 0.003 -0.8607
C 1.788793 3.335615 3.846533 0.037 -0.003 -0.026 -0.7194
C 0.788762 2.400844 3.625564 -0.023 -0.039 0.060 -0.1368
C 1.064234 1.361001 2.752826 -0.006 0.082 -0.076 0.0229
C 0.231353 0.276826 2.215621 0.008 -0.102 -0.004 0.1254
N 0.950309 -0.409339 1.281753 0.197 -0.052 0.075 -0.2162
C 2.229269 0.069937 1.263613 -0.054 -0.088 0.062 0.2592
N 3.291404 -0.480800 0.719647 0.044 -0.083 0.156 -0.2190
C 3.243840 -1.620194 0.028367 -0.047 0.043 -0.121 -0.5670
C 4.416827 -2.457901 -0.199948 0.017 -0.011 0.029 0.5124
C 5.751445 -2.328121 0.158290 0.042 0.010 -0.004 -0.0629
C 6.616698 -3.350128 -0.196546 -0.019 0.002 0.001 -0.7863
C 6.156198 -4.485091 -0.877947 -0.023 0.023 0.000 -0.5908
C 4.820379 -4.621304 -1.218924 0.049 -0.029 -0.019 -0.0996
C 3.958129 -3.588080 -0.879340 -0.035 -0.007 -0.040 -0.0644
C 2.517980 -3.408473 -1.047635 0.062 0.078 -0.150 -0.3660
N 1.743646 -4.317058 -1.631997 0.037 -0.008 -0.022 -0.6183
C 0.432346 -4.364128 -1.467909 -0.095 -0.093 0.133 -0.0946
N -0.301390 -3.665465 -0.574299 -0.009 -0.043 0.010 -0.5269
C -1.596885 -4.054357 -0.663806 0.162 -0.064 0.098 0.0119
N -2.608649 -3.638798 0.076139 -0.088 0.024 -0.002 -0.5906
C -2.503957 -2.659027 0.974081 -0.049 -0.046 0.008 -0.2863
N -1.494389 -1.761655 1.117963 0.137 -0.071 0.153 -0.0837
C -1.743596 -0.966760 2.179468 -0.072 -0.005 -0.055 -0.5899
N -0.984371 0.030488 2.648184 0.015 0.064 0.027 -0.1850
C -3.029985 -1.331282 2.758241 0.030 0.062 -0.017 0.4712
C -3.763261 -0.815662 3.820142 -0.007 -0.033 0.032 -0.0313
C -4.994588 -1.386960 4.090245 0.015 0.016 -0.013 -0.7553
C -5.479021 -2.458824 3.325490 0.022 -0.003 -0.009 -0.6389
C -4.744169 -2.979035 2.274286 -0.023 -0.019 0.026 -0.0137
C -3.515295 -2.395221 1.990688 0.006 0.005 -0.045 -0.0450
C -1.728150 -5.085012 -1.705739 -0.003 0.061 -0.055 0.0823
C -2.815095 -5.761260 -2.234583 -0.053 -0.062 0.022 -0.1271
C -2.584005 -6.641746 -3.282437 -0.001 -0.003 0.025 -0.5579
C -1.297035 -6.837388 -3.791560 0.040 0.034 0.020 -0.5961
C -0.209000 -6.156661 -3.261758 -0.013 -0.091 0.012 -0.0932
C -0.443526 -5.284183 -2.212206 0.067 0.110 -0.039 0.0574
N 2.164109 -2.197220 -0.537374 -0.033 -0.198 0.373 0.1828
C 2.305653 1.248071 2.135219 -0.027 0.054 -0.066 -0.2795
C 3.311360 2.173214 2.357657 0.061 -0.022 0.042 0.2087
H 3.786177 3.982963 3.397897 0.006 0.003 0.002 0.4006
H 1.601741 4.175854 4.503543 -0.001 -0.001 0.012 0.3874
H -0.181405 2.481817 4.098643 -0.013 0.009 -0.017 0.5343
H 6.096533 -1.453417 0.694155 -0.009 0.006 0.007 0.5583
H 7.666130 -3.276938 0.060373 0.005 -0.001 -0.005 0.3934
H 6.859152 -5.266932 -1.137365 0.001 -0.004 0.002 0.3855
H 4.451728 -5.499432 -1.732886 -0.003 0.002 -0.004 0.5328
H -3.373105 0.005317 4.407619 -0.015 0.018 -0.006 0.5423
H -5.599979 -1.000740 4.900800 0.005 -0.008 0.013 0.3854
H -6.446313 -2.882697 3.565363 -0.004 -0.001 -0.002 0.3951
H -5.108021 -3.809331 1.683264 -0.004 0.006 -0.012 0.5415
H -3.811134 -5.598920 -1.843631 0.003 0.016 0.008 0.5311
H -3.413944 -7.183377 -3.719018 -0.003 0.002 -0.008 0.3764
H -1.152120 -7.520770 -4.618923 0.001 -0.017 0.007 0.3805
H 0.792238 -6.292450 -3.649480 -0.002 0.004 -0.016 0.5332
H 4.265471 2.081297 1.855851 -0.010 0.013 -0.024 0.5070
C 4.510746 0.850727 -2.024747 0.015 0.032 -0.005 -1.5975
C 3.381315 1.805618 -1.733379 0.039 -0.018 -0.041 0.9087
C 3.635669 3.166334 -1.537999 -0.011 -0.031 0.041 -1.2282
C 2.571018 4.012677 -1.257256 -0.026 0.001 0.010 0.3989
C 2.808983 5.490397 -1.060023 -0.013 -0.029 0.008 -1.8919
C 1.278063 3.519611 -1.140484 0.013 0.034 0.046 -0.1446
C 0.966270 2.136333 -1.281636 0.101 0.096 0.076 -0.4392
C 2.092607 1.329440 -1.632349 -0.069 0.038 -0.032 -0.4244
N -0.226978 1.526852 -1.111460 0.200 -0.144 0.159 -0.2283
C -1.417528 2.270595 -0.743719 -0.115 -0.027 -0.108 1.6950
C -2.546410 1.230504 -0.621271 -0.050 0.015 -0.021 -1.4573
C -3.890264 1.857694 -0.244105 0.009 -0.009 0.014 0.5974
C -4.298166 2.866736 -1.320120 0.010 -0.002 0.020 -1.6856
C -3.204630 3.930323 -1.450921 0.001 -0.012 0.002 0.4300
C -3.045406 4.657506 -0.111318 0.007 -0.013 0.003 -1.4524
C -2.668892 3.652343 0.982132 0.015 -0.023 -0.020 0.1310
C -3.752716 2.577092 1.100158 0.039 0.001 -0.020 -1.2156
C -1.337254 2.982672 0.625508 -0.009 -0.043 0.019 -0.3909
C -1.877011 3.264877 -1.834186 -0.015 0.022 0.037 -1.0431
H 5.370703 1.371947 -2.448501 -0.007 0.008 -0.032 0.5151
H 4.200965 0.070450 -2.722885 0.004 -0.009 -0.002 0.3150
H 4.836614 0.354390 -1.107128 0.000 0.049 -0.028 0.0661
H 4.644838 3.556219 -1.618502 0.005 -0.005 -0.015 0.2484
H 3.852040 5.748813 -1.246410 0.003 0.006 0.000 0.3912
H 2.562441 5.792603 -0.039095 0.004 0.003 0.004 0.3257
H 2.185900 6.082497 -1.734200 0.000 0.005 -0.001 0.3510
H 0.502520 4.237889 -0.918360 0.022 -0.028 -0.001 0.6064
H 1.935568 0.275513 -1.848380 -0.016 -0.002 -0.013 0.8855
H -2.262804 0.501619 0.143709 -0.028 0.008 0.018 -0.5856
H -2.631535 0.696839 -1.575471 0.020 -0.012 0.001 0.4792
H -4.645974 1.069683 -0.162511 -0.009 0.007 -0.011 0.4109
H -5.251499 3.336886 -1.052039 -0.008 -0.006 -0.012 0.5530
H -4.440094 2.355931 -2.278056 0.003 0.006 -0.006 0.5287
H -3.487738 4.649689 -2.226973 0.006 0.010 0.004 0.2129
H -3.977670 5.170807 0.151334 -0.003 -0.001 -0.002 0.5524
H -2.263363 5.420148 -0.194378 -0.010 0.013 -0.001 0.5482
H -2.566467 4.176584 1.938501 0.003 -0.010 0.006 0.4485
H -4.711290 3.022863 1.389933 0.001 0.005 0.000 0.5995
H -3.469853 1.857292 1.875737 -0.027 0.012 0.017 0.0661
H -1.094386 2.228787 1.378472 -0.054 0.086 -0.041 -1.0104
H -0.532504 3.716418 0.645792 0.003 0.016 0.006 0.9125
H -1.118915 4.029415 -2.010272 -0.032 -0.024 -0.019 0.4173
H -1.988535 2.704542 -2.768226 0.015 0.001 -0.015 0.4121
```
Forces are in eV/Å.

Record 2
ORCA calculation (ωB97M-V with the def2-TZVPD basis set) on a structure of composition C45H39F4N11NiO4.

Summary:
Energy (eV): -123784.4478
LUMO energy (spin up / spin down) (eV): -1.320 / -0.436
HOMO energy (spin up / spin down) (eV): -3.6 / -7.8
Multiplicity: 3
<S²>: 2.064
Frontier orbital gap (spin up / spin down) (eV): 2.2 / 7.3
Relative energy (zero: lowest compared OMol25 entry of this formula, charge and spin) (kJ/mol): 29.9
Total charge: 0

```
104
Properties=species:S:1:pos:R:3:forces:R:3:mulliken_spin:R:1
Ni 1.024143 -0.483622 -1.424323 -0.320 -2.021 1.393 0.9631
C 3.697305 -1.892618 5.603599 -0.196 0.031 0.453 0.0145
C 4.556691 -0.950016 4.786460 0.502 0.192 -0.249 0.0001
N 3.874884 -0.371078 3.644228 -0.123 -0.327 -0.885 0.0033
C 4.218081 -0.815826 2.371030 0.477 0.266 0.791 -0.0025
C 3.408911 -0.687630 1.293227 -0.447 0.490 -0.134 -0.0031
C 3.849223 -0.855667 -0.154358 -0.054 -0.115 -0.346 0.0018
O 4.956241 -1.350613 -0.376230 -0.824 0.352 0.031 -0.0009
O 3.013166 -0.395690 -1.043130 0.813 -0.128 0.144 0.0046
C 2.048676 -0.232972 1.565077 -1.590 -0.816 -0.805 0.0313
O 1.045482 -0.582644 0.885926 1.667 0.362 1.211 0.0418
C 1.898175 0.633735 2.719880 -0.636 0.465 1.899 -0.0499
C 0.836760 1.571371 2.906010 1.338 -0.479 -0.298 0.0303
C 0.874631 2.493959 3.937458 -0.165 -0.407 -0.873 0.1221
F 0.091465 3.602291 3.749068 -0.001 -0.496 0.819 0.0002
C 1.722164 2.333603 5.064002 -0.327 -0.760 -0.790 0.3107
C 2.710724 1.354006 4.896117 0.521 -0.370 1.394 -0.0876
C 2.815944 0.515379 3.798015 -0.143 0.524 -1.620 0.0211
N 1.482276 2.951784 6.272709 1.061 0.376 0.900 -0.3862
C 2.582597 3.304054 7.177848 0.348 -0.096 -0.298 0.2122
C 2.263527 3.068405 8.663957 -0.258 -0.070 -0.909 0.7334
N 0.776999 3.122127 8.963062 0.620 0.470 -1.009 0.4792
C -0.033917 3.945580 7.996834 1.638 0.360 -0.167 1.0408
C 0.170364 3.478970 6.567959 -0.788 0.629 -1.052 -0.1681
H 4.259220 -2.311930 6.439878 0.163 0.004 -0.105 -0.0012
H 3.329450 -2.715845 5.003304 -0.062 -0.142 -0.193 0.0017
H 2.835005 -1.393310 6.056670 0.064 0.084 -0.226 -0.0024
H 5.412952 -1.470158 4.343229 -0.060 0.000 0.417 -0.0001
H 4.945853 -0.134775 5.392188 0.183 -0.047 0.235 0.0013
H 5.251529 -1.213120 2.351759 -0.877 0.045 -0.465 -0.0002
H 0.065938 1.590487 2.151323 0.044 0.386 -0.206 0.0030
H 3.432768 1.159021 5.705596 -0.634 0.282 -0.362 0.0776
H 2.925862 4.348664 7.037056 -0.349 -0.276 -0.077 -0.0609
H 3.464513 2.671460 6.942347 -0.624 0.443 0.075 0.0351
H 2.758874 3.835581 9.245686 -0.068 0.071 0.318 -0.0296
H 2.631181 2.079618 8.946906 -0.334 0.082 0.254 -0.1397
H 0.658842 3.523244 9.915314 -0.246 0.095 0.789 -0.5827
H 0.410456 2.162626 8.951011 -0.330 -0.689 0.233 -0.3392
H 0.359592 4.973187 8.082866 -0.347 -0.387 0.226 0.1314
H -1.074701 3.907515 8.288467 -0.177 -0.049 0.172 -0.2403
H -0.058381 4.349478 5.919121 0.063 -0.215 0.323 -0.0247
H -0.573956 2.730715 6.283337 0.061 -0.161 0.178 -0.1051
C -2.861906 1.967752 -4.254221 0.209 1.110 0.160 -0.0002
N -1.590329 1.380838 -3.904008 1.834 -0.867 0.045 0.0017
C -1.306522 0.363382 -3.065923 1.032 0.990 -0.229 -0.0072
N 0.015604 0.112477 -3.092881 -0.924 0.991 -1.972 0.0773
C 0.493493 1.007869 -4.040929 -0.457 -0.154 1.052 0.0042
N -0.418305 1.823480 -4.528291 -0.582 -1.237 0.487 0.0061
C -3.958920 0.973114 -4.523496 -0.266 0.287 -0.537 -0.0001
C -5.299281 1.451064 -4.517508 0.740 -0.587 0.545 0.0000
C -6.329468 0.546650 -4.651063 -0.736 -0.717 -0.711 0.0001
C -6.076759 -0.819120 -4.898318 0.232 -0.001 0.061 0.0001
C -4.757217 -1.259666 -4.978866 0.260 0.420 0.006 -0.0001
C -3.680447 -0.356876 -4.810518 -0.782 -0.411 0.271 0.0001
C -4.405484 -2.661089 -5.226726 2.316 -1.110 -0.150 -0.0001
N -5.095528 -3.695918 -5.551201 0.520 0.149 0.228 0.0000
N -4.218537 -4.790130 -5.678340 0.580 0.419 0.227 0.0000
C -3.018149 -4.377126 -5.428703 -0.361 2.436 0.216 0.0000
O -2.994766 -2.977837 -5.131633 -2.271 -1.789 -0.520 0.0001
C -1.715330 -5.090375 -5.446560 -1.361 -0.396 -0.244 0.0002
C -1.765164 -6.485121 -5.560738 1.018 0.005 -0.159 0.0000
C -0.564862 -7.193497 -5.653305 -0.295 0.422 0.331 0.0001
C 0.664244 -6.545796 -5.502275 0.195 0.310 0.013 -0.0002
C 0.686203 -5.147496 -5.328359 0.010 -0.330 -0.118 0.0002
C 2.012610 -4.458854 -5.044116 -0.069 0.374 -0.838 0.0001
N 2.002626 -3.710476 -3.818331 -0.065 0.919 1.878 0.0002
C 1.405148 -2.528669 -3.535692 0.546 -1.054 0.643 -0.0037
N 1.477192 -2.327154 -2.220293 0.351 0.722 -0.693 0.0027
C 2.172316 -3.378445 -1.724064 0.183 -0.935 -1.241 -0.0086
N 2.523673 -4.271572 -2.661261 -1.260 1.555 0.164 -0.0019
C -0.511385 -4.413015 -5.389106 0.376 0.285 0.291 -0.0006
H -2.628892 2.665891 -5.083574 -0.305 -0.618 0.188 0.0001
H -3.154308 2.620606 -3.425643 -0.118 -0.078 0.013 -0.0003
H -1.989209 -0.112007 -2.371258 -0.064 0.319 -0.465 0.0019
H 1.563950 1.025607 -4.249240 -0.488 0.328 -0.171 0.0003
H -5.540073 2.496502 -4.303737 0.315 -0.316 -0.129 -0.0001
H -7.374904 0.888275 -4.645682 0.583 -0.141 0.138 0.0000
H -6.871128 -1.562279 -5.025585 0.186 0.478 0.094 0.0000
H -2.681979 -0.811525 -4.842633 -0.413 0.721 0.008 -0.0001
H -2.707782 -7.010525 -5.604733 -0.084 0.127 -0.013 0.0000
H -0.617547 -8.262190 -5.770870 0.143 -0.200 -0.052 0.0000
H 1.618332 -7.129342 -5.518892 -0.975 0.637 0.097 0.0000
H 2.276082 -3.732897 -5.835921 -0.058 -0.512 0.134 0.0000
H 2.808421 -5.187236 -4.917329 0.036 -0.012 -0.250 -0.0001
H 0.962167 -1.826242 -4.234163 0.101 -0.433 0.084 0.0010
H 2.381897 -3.493914 -0.674029 0.159 -0.011 -0.058 -0.0002
H -0.557920 -3.306208 -5.356479 0.301 -0.856 0.113 0.0000
F -0.433030 -2.673495 -0.110535 0.284 0.399 -0.143 -0.0057
C -0.631182 -1.637093 -0.931576 -0.453 1.505 0.395 -0.0710
F -1.543097 -0.802493 -0.339053 0.076 -0.781 0.037 -0.0085
F -1.289466 -2.151334 -2.006730 0.211 -0.136 -0.116 -0.0120
C 0.373953 1.180262 -0.763111 -2.061 3.580 1.148 0.0157
C -0.226331 2.240935 -0.428703 2.989 -5.223 -1.915 -0.0223
C -1.011791 3.374202 -0.251870 -1.187 1.683 0.308 -0.0041
C -1.914420 3.427336 0.842114 0.371 0.759 -0.483 0.0001
C -2.671907 4.581803 1.062008 0.084 0.198 -0.340 0.0005
C -2.590964 5.679264 0.168486 -0.349 -0.904 0.413 -0.0013
C -1.786412 5.560043 -0.964361 0.343 0.575 -0.190 0.0007
C -0.967203 4.452375 -1.171845 -0.525 -0.379 0.427 -0.0018
H -1.954161 2.560338 1.499461 -0.132 0.302 -0.043 0.0006
H -3.339237 4.627308 1.929740 0.261 0.030 -0.357 -0.0001
H -3.219242 6.562988 0.343264 0.413 -0.398 -0.142 -0.0002
H -1.735652 6.379505 -1.697850 -0.126 -0.377 0.424 0.0001
H -0.351224 4.387805 -2.073432 -0.076 -0.025 0.456 -0.0003
```
Forces are in eV/Å.

Record 3
ORCA calculation (ωB97M-V with the def2-TZVPD basis set) on an isolated molecule of H5N3P2.

Summary:
Energy (eV): -23124.9438
LUMO energy (spin up / spin down) (eV): 0.039 / 0.038
HOMO energy (spin up / spin down) (eV): -8.2 / -8.2
SMILES string: [H]/P=N/NNP
Frontier orbital gap (spin up / spin down) (eV): 8.2 / 8.2
Relative energy (zero: lowest compared OMol25 entry of this formula, charge and spin) (kJ/mol): 32.2
Total charge: 0

```
10
Properties=species:S:1:pos:R:3:forces:R:3:nbo_charge:R:1
H 0.343207 3.924165 0.489837 -0.565 0.037 -0.874 -0.0612
P 0.483809 2.823779 1.329541 0.552 -1.089 0.967 0.4820
N 0.125733 1.552841 0.386492 0.774 -0.532 1.129 -0.5489
N 0.458044 0.303220 0.819843 -0.023 0.302 -0.504 -0.2838
N -0.150360 -0.781313 0.173471 0.071 -0.280 1.114 -0.7627
P -0.146726 -0.818843 -1.547800 0.798 1.241 -0.542 0.5201
H 0.853253 -0.037546 1.733619 -0.501 1.455 -1.081 0.3766
H -0.942175 -1.048879 0.724335 -0.703 -0.305 -0.405 0.3733
H -0.725512 -2.034042 -1.791582 -1.049 -0.930 0.400 -0.0398
H 1.052862 -1.535161 -1.658422 0.646 0.101 -0.204 -0.0556
```
Forces are in eV/Å.